# 1
Formula: C7H24AgN6O7
Source: the Open Molecules 2025 dataset
Level of theory: the ωB97M-V functional and the def2-TZVPD basis

```
45
Properties=species:S:1:pos:R:3:mulliken_spin:R:1
Ag 0.24 0.07 -0.57 0.773
C -1.85 -2.24 -1.69 0.002
C -0.60 -2.43 -2.60 0.001
O 0.28 -1.42 -2.26 0.025
O -1.52 -2.18 -0.32 0.002
H -2.37 -3.15 -1.99 0.000
H -2.46 -1.42 -2.07 -0.001
H -1.05 -2.47 -3.60 0.001
H -0.09 -3.38 -2.41 0.001
H 1.02 -1.51 -2.87 0.001
H -1.61 -3.00 0.18 0.000
C 0.78 2.99 -1.55 0.001
C 0.33 3.13 -0.11 -0.001
O 0.71 2.00 0.52 0.027
O 0.28 1.78 -2.13 0.005
H 1.87 3.01 -1.58 0.000
H 0.54 3.93 -2.04 0.000
H -0.75 3.27 -0.11 0.001
H 0.76 4.07 0.25 0.002
H 0.77 2.23 1.45 0.000
H -0.41 2.04 -2.74 0.000
C -2.91 1.37 -0.20 0.003
O -1.93 0.63 -0.42 0.068
N -3.85 1.46 -1.05 0.006
N -3.14 2.00 0.96 0.002
H -3.73 1.09 -1.98 0.000
H -4.70 1.95 -0.83 0.001
H -2.46 1.99 1.70 0.000
H -4.06 2.41 1.07 0.000
C 3.41 -0.72 0.40 0.009
O 2.33 -0.40 -0.12 0.057
N 3.86 -0.15 1.44 0.000
N 4.19 -1.58 -0.14 0.001
H 3.21 0.39 1.99 0.000
H 4.81 -0.35 1.70 0.001
H 3.91 -2.22 -0.87 0.000
H 5.01 -1.68 0.44 0.001
C 0.12 -1.17 2.59 0.003
O 0.10 -0.56 1.56 0.009
N 0.53 -2.41 2.67 -0.001
N -0.38 -0.77 3.77 0.001
H 0.73 -2.87 1.79 0.000
H 0.88 -2.82 3.52 0.000
H 0.15 -0.98 4.60 0.000
H -0.95 0.06 3.67 0.000
```

## Properties
* Kohn-Sham gap (alpha / beta): 0.3922 / 0.2399 hartree
* charge: +2
* DFT total energy: -1282.741012 Eh
* LUMO energy (alpha / beta): -4.9649 / -9.0933 eV
* spin multiplicity: 2



# 2
Formula: C7H24F6N10O13S2Y
Source: the Open Molecules 2025 dataset
Level of theory: the ωB97M-V functional and the def2-TZVPD basis

```
63
Properties=species:S:1:pos:R:3:mulliken_charge:R:1
Y -0.20 0.72 -0.57 1.646
C 0.72 -2.61 -3.25 0.647
F 1.05 -3.33 -4.32 -0.220
F -0.58 -2.84 -3.04 -0.218
F 1.43 -3.00 -2.19 -0.275
S 1.03 -0.83 -3.65 1.259
O 0.78 -0.01 -2.45 -0.525
O 2.39 -0.78 -4.10 -0.685
O 0.07 -0.46 -4.66 -0.722
C -4.56 0.31 1.50 0.513
F -5.31 -0.05 2.53 -0.198
F -4.70 -0.54 0.49 -0.213
F -4.95 1.51 1.09 -0.227
S -2.80 0.42 2.09 1.315
O -2.03 0.39 0.84 -0.429
O -2.73 1.69 2.79 -0.729
O -2.53 -0.72 2.94 -0.894
O -1.11 2.83 0.35 -0.148
H -1.68 3.38 -0.20 0.221
H -0.97 3.34 1.15 0.208
O -0.75 2.14 -2.34 -0.486
H -1.28 1.90 -3.11 0.152
H -0.58 3.09 -2.43 0.257
C 0.60 0.57 3.02 0.269
O 0.40 0.85 1.84 -0.280
N 0.15 1.30 4.07 -0.382
N 1.42 -0.45 3.40 -0.413
H 0.25 0.94 5.00 0.165
H -0.51 2.04 3.89 0.234
H 1.79 -1.02 2.66 0.184
H 1.92 -0.48 4.28 0.212
C -2.92 -0.69 -2.29 0.243
O -1.87 -0.39 -1.73 -0.035
N -3.61 0.16 -3.11 -0.332
N -3.47 -1.92 -2.18 -0.357
H -4.55 -0.06 -3.39 0.176
H -3.24 1.02 -3.44 0.093
H -2.88 -2.64 -1.79 0.223
H -4.21 -2.25 -2.77 0.195
C -0.24 -2.70 0.81 0.082
O -0.38 -1.73 0.06 -0.066
N 0.47 -3.81 0.41 -0.411
N -0.64 -2.71 2.09 -0.185
H 0.98 -3.74 -0.45 0.285
H 0.63 -4.54 1.08 0.145
H -1.12 -1.91 2.48 0.136
H -0.51 -3.50 2.70 0.181
C 2.39 3.11 -0.20 0.510
O 1.47 2.38 -0.53 -0.389
N 3.57 3.08 -0.88 -0.468
N 2.34 3.99 0.83 -0.380
H 3.50 2.56 -1.74 0.268
H 4.33 3.70 -0.68 0.158
H 3.17 4.47 1.12 0.179
H 1.57 4.05 1.47 0.187
C 3.14 -0.59 0.36 0.407
O 2.04 -0.23 -0.07 0.114
N 4.23 0.20 0.48 -0.428
N 3.28 -1.90 0.76 -0.421
H 4.09 1.19 0.45 0.172
H 5.06 -0.23 0.84 0.162
H 4.17 -2.21 1.09 0.180
H 2.47 -2.47 0.57 0.141
```

## Properties
* Kohn-Sham gap: 0.3352 hartree
* charge: +1
* DFT total energy: -3241.036684 Eh
* LUMO energy: -2.6173 eV
* spin multiplicity: 1



# 3
Formula: C7H24HfN12O9
Source: the Open Molecules 2025 dataset
Level of theory: the ωB97M-V functional and the def2-TZVPD basis

```
53
Properties=species:S:1:pos:R:3:mulliken_charge:R:1
Hf -16.57 17.97 5.62 2.261
C -17.77 20.06 6.75 0.479
O -17.18 20.29 5.60 -0.203
O -18.61 19.03 6.53 -0.363
O -16.89 19.58 7.60 -0.436
C -16.02 21.67 10.60 0.584
O -15.49 21.96 11.65 -0.579
N -16.88 20.60 10.43 -0.277
N -15.65 22.26 9.42 -0.316
H -17.09 19.92 11.14 0.199
H -17.48 20.59 9.63 0.105
H -14.81 22.78 9.30 0.205
H -16.17 21.92 8.62 0.117
C -20.10 21.67 3.75 0.434
O -20.88 22.42 3.16 -0.631
N -20.63 20.78 4.67 -0.391
N -18.79 21.54 3.46 -0.160
H -20.09 20.26 5.34 0.130
H -21.62 20.91 4.81 0.155
H -18.39 22.07 2.71 0.166
H -18.23 21.02 4.13 0.239
C -19.01 17.81 2.94 0.534
O -18.28 18.01 3.97 -0.543
N -20.02 18.61 2.61 -0.245
N -18.76 16.77 2.09 -0.409
H -20.23 19.43 3.16 0.221
H -20.70 18.22 1.98 0.242
H -17.83 16.39 2.14 0.193
H -19.50 16.51 1.48 0.195
C -19.16 16.15 6.91 0.733
O -17.95 16.45 6.59 -0.966
N -19.50 14.86 6.92 -0.420
N -20.08 17.05 7.23 -0.239
H -20.37 14.60 7.35 0.233
H -18.70 14.24 7.01 0.260
H -21.00 16.76 7.54 0.193
H -19.81 18.02 7.31 0.344
C -14.32 21.61 2.40 0.618
O -13.84 22.45 1.67 -0.584
N -14.09 20.25 2.31 -0.314
N -15.05 21.93 3.51 -0.241
H -13.30 19.96 1.78 0.218
H -14.62 19.68 2.94 0.078
H -15.24 22.91 3.63 0.205
H -15.27 21.23 4.19 -0.097
C -13.64 19.82 6.55 0.565
O -14.66 19.12 6.27 -0.786
N -12.51 19.23 7.00 -0.422
N -13.66 21.14 6.43 -0.271
H -11.88 19.70 7.62 0.254
H -12.73 18.25 7.08 0.233
H -14.57 21.54 6.26 0.254
H -12.82 21.69 6.33 0.246
```

## Properties
* Kohn-Sham gap: 0.1392 hartree
* charge: +2
* DFT total energy: -1662.952065 Eh
* LUMO energy: -9.9385 eV
* spin multiplicity: 1